## one
A cluster of 2 separate species, CH2NO3S in total. Source: the Open Molecules 2025 dataset; level of theory: ωB97M-V/def2-TZVPD.

Summary:
- M (g/mol) = 108.10
- gap between HOMO and LUMO (eV) = 8.8
- net charge = -1
- E_HOMO (eV) = -4.8

```
8
Properties=species:S:1:pos:R:3:nbo_charge:R:1
C 1.19 -0.60 2.07 0.158
N 0.21 -0.80 1.47 -0.706
O 0.19 -0.26 -2.16 -1.032
O 0.26 1.38 -0.22 -0.967
O -1.56 -0.38 -0.43 -1.052
S -0.79 0.52 -1.36 1.670
H 1.08 0.88 -0.18 0.467
H -0.58 -0.75 0.80 0.463
```

---

## two
A cluster of 2 separate species, CH2NO3S in total. Source: the Open Molecules 2025 dataset; level of theory: ωB97M-V/def2-TZVPD.

Summary:
- M (g/mol) = 108.10
- gap between HOMO and LUMO (spin up / spin down) (eV) = 5.9 / 5.9
- net charge = -1
- E_HOMO (spin up / spin down) (eV) = -2.2 / -2.2

```
8
Properties=species:S:1:pos:R:3:nbo_charge:R:1
C -0.46 -1.61 0.00 0.928
N 0.66 1.15 -0.55 -1.008
O 0.57 -2.07 -0.31 -0.606
O -1.66 -1.58 0.06 -0.606
O 0.27 1.70 1.98 -1.044
S -0.32 0.81 0.89 0.667
H 1.02 0.35 -0.87 0.335
H -0.09 1.24 -1.21 0.335
```

---

Of them, one has the highest stability.

---

## one
An isolated molecule of C28H31N3O6. Source: the Open Molecules 2025 dataset; level of theory: ωB97M-V/def2-TZVPD.

Summary:
- SMILES string = CCOCCCNC(=O)[C@H](c1ccc(OC)cc1)N(Cc1ccc2c(c1)OCO2)C(=O)c1ccccn1
- M (g/mol) = 505.57
- gap between HOMO and LUMO (eV) = 8.3
- E_HOMO (eV) = -7.9

```
68
Properties=species:S:1:pos:R:3:nbo_charge:R:1
C -4.94 2.24 0.96 -0.620
C -4.36 1.63 -0.31 -0.052
O -3.36 2.50 -0.79 -0.549
C -2.68 2.01 -1.92 -0.057
C -1.41 2.84 -2.11 -0.416
C -0.42 2.60 -0.97 -0.236
N 0.05 1.24 -0.95 -0.649
C -0.16 0.40 0.08 0.692
O -0.71 0.72 1.12 -0.635
C 0.36 -1.02 -0.25 -0.148
C 0.01 -2.10 0.75 -0.097
C -0.09 -1.87 2.12 -0.112
C -0.38 -2.91 2.99 -0.332
C -0.56 -4.20 2.52 0.316
O -0.85 -5.29 3.28 -0.493
C -0.99 -5.11 4.67 -0.252
C -0.45 -4.43 1.14 -0.262
C -0.17 -3.40 0.28 -0.173
N 1.80 -0.99 -0.47 -0.416
C 2.65 -0.77 0.69 -0.250
C 2.55 0.64 1.21 -0.044
C 2.27 0.89 2.54 -0.202
C 2.15 2.18 3.04 -0.243
C 2.30 3.21 2.15 0.227
C 2.59 2.97 0.80 0.294
C 2.73 1.70 0.31 -0.273
O 2.69 4.17 0.14 -0.496
C 2.44 5.17 1.10 0.238
O 2.21 4.56 2.36 -0.478
C 2.40 -1.20 -1.66 0.648
O 3.61 -1.27 -1.79 -0.615
C 1.54 -1.37 -2.88 0.128
C 1.76 -2.47 -3.71 -0.211
C 1.04 -2.56 -4.89 -0.158
C 0.15 -1.55 -5.21 -0.247
C 0.02 -0.49 -4.33 0.048
N 0.69 -0.40 -3.20 -0.463
H -5.36 3.22 0.74 0.208
H -4.16 2.35 1.70 0.219
H -5.72 1.59 1.35 0.208
H -5.14 1.49 -1.07 0.154
H -3.92 0.65 -0.08 0.166
H -2.41 0.95 -1.77 0.163
H -3.32 2.07 -2.81 0.163
H -1.68 3.89 -2.13 0.218
H -0.94 2.57 -3.06 0.194
H 0.44 3.28 -1.07 0.197
H -0.91 2.79 -0.01 0.242
H 0.42 0.86 -1.82 0.434
H -0.11 -1.30 -1.20 0.241
H 0.02 -0.87 2.50 0.239
H -0.46 -2.69 4.04 0.218
H -0.07 -4.75 5.13 0.176
H -1.23 -6.10 5.07 0.200
H -1.81 -4.42 4.90 0.177
H -0.59 -5.44 0.78 0.223
H -0.09 -3.60 -0.78 0.206
H 2.38 -1.48 1.47 0.218
H 3.68 -0.97 0.36 0.258
H 2.16 0.06 3.22 0.212
H 1.93 2.37 4.08 0.226
H 2.97 1.52 -0.72 0.232
H 3.32 5.83 1.17 0.157
H 1.56 5.76 0.81 0.155
H 2.48 -3.22 -3.42 0.239
H 1.18 -3.41 -5.55 0.224
H -0.42 -1.58 -6.13 0.226
H -0.66 0.33 -4.53 0.198
```

---

## two
An isolated molecule of C28H31N3O6. Source: the Open Molecules 2025 dataset; level of theory: ωB97M-V/def2-TZVPD.

Summary:
- SMILES string = CCCN1C(=O)c2cc(C(=O)Nc3ccc(OC)c(OC)c3)ccc2[C@@H]1Nc1ccc(OC)c(OC)c1
- M (g/mol) = 505.57
- gap between HOMO and LUMO (eV) = 8.0
- E_HOMO (eV) = -7.6

```
68
Properties=species:S:1:pos:R:3:nbo_charge:R:1
C -1.90 1.56 6.58 -0.605
C -1.33 1.56 5.17 -0.399
C -1.81 0.34 4.37 -0.222
N -1.29 0.32 3.03 -0.424
C -1.98 0.78 1.95 0.660
O -3.09 1.27 1.96 -0.612
C -1.08 0.57 0.78 -0.150
C -1.29 0.84 -0.55 -0.158
C -0.27 0.52 -1.45 -0.136
C -0.39 0.75 -2.93 0.665
O 0.19 0.03 -3.72 -0.613
N -1.16 1.81 -3.26 -0.608
C -1.48 2.31 -4.53 0.219
C -2.26 3.46 -4.61 -0.266
C -2.59 3.97 -5.85 -0.225
C -2.17 3.36 -7.03 0.224
O -2.60 4.01 -8.16 -0.498
C -2.31 3.51 -9.44 -0.239
C -1.38 2.20 -6.95 0.312
O -0.97 1.60 -8.11 -0.523
C -0.18 0.44 -8.03 -0.252
C -1.06 1.69 -5.70 -0.371
C 0.90 -0.08 -1.00 -0.142
C 1.11 -0.34 0.35 -0.234
C 0.11 0.00 1.23 0.072
C 0.03 -0.20 2.73 0.096
N 0.15 -1.58 3.12 -0.611
C 1.21 -2.07 3.88 0.158
C 1.80 -1.34 4.90 -0.246
C 2.82 -1.90 5.65 -0.292
C 3.27 -3.19 5.44 0.250
O 4.28 -3.77 6.18 -0.526
C 4.89 -3.01 7.19 -0.249
C 2.66 -3.95 4.43 0.274
O 2.94 -5.23 4.06 -0.495
C 3.92 -6.00 4.73 -0.240
C 1.65 -3.37 3.67 -0.288
H -1.55 2.42 7.13 0.213
H -2.98 1.58 6.55 0.207
H -1.58 0.66 7.11 0.202
H -0.24 1.57 5.21 0.186
H -1.65 2.47 4.64 0.209
H -2.90 0.37 4.30 0.230
H -1.50 -0.58 4.87 0.208
H -2.24 1.25 -0.87 0.228
H -1.54 2.36 -2.50 0.401
H -2.60 3.96 -3.71 0.206
H -3.19 4.86 -5.94 0.227
H -1.23 3.49 -9.64 0.181
H -2.72 2.51 -9.59 0.180
H -2.79 4.21 -10.13 0.186
H 0.03 0.16 -9.06 0.197
H -0.71 -0.37 -7.53 0.182
H 0.77 0.63 -7.50 0.182
H -0.46 0.81 -5.61 0.265
H 1.65 -0.34 -1.73 0.239
H 2.02 -0.81 0.69 0.227
H 0.80 0.38 3.25 0.210
H -0.19 -2.23 2.43 0.388
H 1.48 -0.33 5.13 0.199
H 3.26 -1.30 6.43 0.219
H 5.65 -3.65 7.63 0.199
H 4.17 -2.72 7.97 0.175
H 5.37 -2.11 6.79 0.174
H 3.90 -6.97 4.24 0.188
H 4.91 -5.55 4.64 0.183
H 3.68 -6.12 5.79 0.182
H 1.21 -3.98 2.90 0.218
```

---

Of them, one has the highest stability.

---

## one
A cluster of 2 separate species, C4H10O4 in total. Source: the Open Molecules 2025 dataset; level of theory: ωB97M-V/def2-TZVPD.

Summary:
- SMILES string = C[C@@H](O)CC(=O)O.O
- M (g/mol) = 122.12
- gap between HOMO and LUMO (eV) = 11.0
- E_HOMO (eV) = -10.5

```
18
Properties=species:S:1:pos:R:3:nbo_charge:R:1
C 2.48 0.97 -0.54 -0.648
C 1.08 0.35 -0.39 0.089
O 1.04 -0.39 0.85 -0.771
C 0.00 1.31 -0.35 -0.534
C -1.34 0.62 -0.22 0.810
O -2.16 0.79 0.59 -0.550
O -1.44 -0.36 -1.12 -0.748
H 2.56 1.97 -0.93 0.230
H 2.98 0.05 -0.95 0.237
H 2.78 1.33 0.47 0.204
H 1.10 -0.38 -1.19 0.200
H 1.41 0.02 1.66 0.485
H 0.18 2.18 0.43 0.236
H -0.06 1.90 -1.30 0.240
H -1.92 -1.21 -0.94 0.521
O -0.20 -2.67 0.95 -0.955
H -0.16 -2.33 0.02 0.464
H -0.18 -1.90 1.57 0.491
```

---

## two
A cluster of 3 separate species, C4H10O4 in total. Source: the Open Molecules 2025 dataset; level of theory: ωB97M-V/def2-TZVPD.

Summary:
- SMILES string = O=CCCC=O.O.O
- M (g/mol) = 122.12
- gap between HOMO and LUMO (eV) = 10.0
- E_HOMO (eV) = -9.5

```
18
Properties=species:S:1:pos:R:3:nbo_charge:R:1
O -2.56 1.04 0.23 -0.527
C -2.17 -0.05 -0.10 0.449
C -0.83 -0.58 0.48 -0.533
C -0.02 0.46 1.24 -0.564
C 1.36 -0.07 1.48 0.460
O 2.39 0.55 1.33 -0.539
H -2.75 -0.76 -0.72 0.107
H -1.18 -1.41 1.09 0.218
H -0.22 -0.95 -0.36 0.277
H -0.37 1.01 2.12 0.247
H 0.14 1.23 0.46 0.276
H 1.44 -1.13 1.73 0.096
O 1.41 2.00 -0.97 -0.944
H 1.18 2.64 -1.66 0.470
H 1.92 2.51 -0.32 0.485
O -0.01 -2.22 -1.66 -0.945
H -0.60 -1.88 -2.35 0.480
H 0.86 -2.39 -2.03 0.488
```

---

Of them, one has the highest stability.